12
Properties=species:S:1:pos:R:3 method="wB97M-V/def2-TZVPD" energy_ev=-8337.3293 homo_ev=-8.600 relative_energy_kj_mol=302.2
O 0.090 1.806 -0.301
C -0.415 0.487 -0.290
C 0.481 -0.560 -0.978
C 0.799 -1.663 0.010
O 0.202 -1.344 1.125
C -0.559 -0.095 1.120
H 1.002 1.786 0.014
H 0.033 -1.008 -1.871
H 1.430 -0.122 -1.318
H -1.389 0.562 -0.780
H -0.124 0.560 1.879
H -1.580 -0.350 1.408